(1)
33
Properties=species:S:1:pos:R:3 method="wB97M-V/def2-TZVPD" total_charge=0 smiles="Cc1ccc(S(=O)(=O)NCc2n[nH]c(=S)n2C)cc1" e_lumo_ev=0.353
C 3.893 -4.251 -1.094
C 2.817 -3.391 -0.509
C 1.926 -3.914 0.425
C 0.944 -3.116 0.984
C 0.859 -1.789 0.610
S -0.441 -0.786 1.308
O -0.951 -1.405 2.492
O -0.036 0.585 1.352
N -1.700 -0.886 0.194
C -1.453 -0.402 -1.148
C -0.959 1.001 -1.098
N 0.158 1.397 -1.623
N 0.212 2.729 -1.385
C -0.875 3.165 -0.697
S -1.228 4.694 -0.236
N -1.645 2.035 -0.535
C -2.861 1.985 0.220
C 1.731 -1.244 -0.312
C 2.707 -2.051 -0.870
H 3.574 -5.289 -1.152
H 4.781 -4.207 -0.464
H 4.169 -3.907 -2.088
H 2.005 -4.951 0.715
H 0.250 -3.495 1.718
H -2.135 -1.795 0.231
H -0.706 -1.000 -1.689
H -2.399 -0.433 -1.701
H 1.014 3.277 -1.646
H -2.709 1.401 1.129
H -3.123 3.012 0.479
H -3.658 1.536 -0.373
H 1.637 -0.203 -0.581
H 3.394 -1.636 -1.592

---

(2)
33
Properties=species:S:1:pos:R:3 method="wB97M-V/def2-TZVPD" total_charge=0 e_lumo_ev=-2.899
C -3.284 2.722 0.325
N -2.396 2.008 1.213
C -2.592 2.257 2.583
O -3.457 3.025 2.993
N -1.741 1.576 3.504
C -1.936 1.828 4.928
C -0.791 0.731 3.043
C -0.596 0.483 1.640
C -1.425 1.139 0.646
O -1.313 0.972 -0.562
N 0.417 -0.394 1.505
C 0.826 -0.677 2.784
N 0.108 -0.004 3.750
H -3.023 2.438 -0.691
H -4.320 2.451 0.543
H -3.158 3.799 0.465
H -1.200 1.223 5.456
H -1.786 2.893 5.126
H -2.954 1.537 5.205
H 1.635 -1.363 3.010
C 2.435 -2.157 -4.735
C 2.011 -3.402 -3.971
S 1.169 -3.010 -2.412
C 1.990 -1.676 -1.793
S 3.139 -0.666 -2.497
C 3.615 -1.492 -4.040
H 2.749 -2.457 -5.740
H 1.596 -1.455 -4.816
H 1.278 -3.984 -4.550
H 2.858 -4.047 -3.700
H 1.704 -1.400 -0.774
H 4.405 -2.204 -3.767
H 4.039 -0.696 -4.670

---

Bottom line: (1), by a margin of 1.527 eV.

---

(1)
16
Properties=species:S:1:pos:R:3 method="wB97M-V/def2-TZVPD" total_charge=+1 smiles=Cc1c[n+](C)[nH]c1I e_lumo_ev=-4.070
C 1.213 -2.342 -0.432
C 0.987 -0.896 -0.280
C -0.287 -0.360 -0.199
N -0.179 0.981 -0.099
C -1.125 1.984 -0.006
N 1.100 1.343 -0.096
C 1.918 0.092 -0.129
I 4.013 0.171 0.122
H 0.207 -2.831 -0.482
H 1.890 -2.553 -1.261
H 1.651 -2.689 0.392
H -1.248 -0.651 -0.549
H -1.216 2.183 1.121
H -0.615 2.796 -0.496
H -2.068 1.543 -0.426
H 1.431 2.366 0.101

---

(2)
16
Properties=species:S:1:pos:R:3 method="wB97M-V/def2-TZVPD" total_charge=+1 e_lumo_ev=-5.952
C 0.112 -0.809 0.141
C -0.273 0.492 0.152
C 1.520 -0.999 0.192
C 0.617 1.429 0.721
C -1.508 0.859 -0.539
N 2.230 0.091 0.047
N 2.069 -2.181 0.312
I 4.226 0.297 -0.291
H -0.578 -1.654 -0.229
H 0.697 2.450 0.441
H 1.120 1.089 1.646
H -1.291 1.918 -0.814
H -2.264 1.200 0.193
H -2.082 0.234 -1.244
H 1.502 -2.790 0.916
H 3.054 -2.466 0.553

---

Bottom line: (1), by a margin of 1.760 eV.

---

(1)
5
Properties=species:S:1:pos:R:3 method="wB97M-V/def2-TZVPD" total_charge=0 e_lumo_ev="-1.671 / -0.956"
C -1.037 0.421 0.266
P 2.909 -1.248 0.016
I 1.123 0.452 -0.083
H -1.750 0.932 -0.497
H -1.245 -0.556 0.298

---

(2)
5
Properties=species:S:1:pos:R:3 method="wB97M-V/def2-TZVPD" total_charge=0 e_lumo_ev="-2.523 / -2.523"
C 0.171 -0.723 0.339
P -1.041 0.163 1.000
I 0.584 -3.346 1.942
H 0.901 -0.847 -0.516
H -1.088 1.132 -0.096

---

Bottom line: (2), by a margin of 2.141 eV.

---

(1)
8
Properties=species:S:1:pos:R:3 method="wB97M-V/def2-TZVPD" total_charge=0 smiles="S=P(Br)(Br)CBr" e_lumo_ev=-0.761
S 1.472 -0.987 1.942
P 0.032 -0.644 0.707
Br -1.828 0.235 1.483
Br -0.774 -2.372 -0.563
C 0.365 0.749 -0.715
Br -1.148 1.044 -1.783
H 0.573 1.595 0.113
H 1.309 0.381 -1.184

---

(2)
8
Properties=species:S:1:pos:R:3 method="wB97M-V/def2-TZVPD" total_charge=0 e_lumo_ev=-2.268
C 0.447 0.189 -0.010
P 1.788 -0.467 0.919
S 0.796 -1.023 2.511
Br 1.069 0.033 -2.551
Br 2.916 -2.143 -0.061
Br 3.369 1.005 1.231
H -0.368 -0.566 0.020
H 0.135 1.386 0.162

---

(3)
8
Properties=species:S:1:pos:R:3 method="wB97M-V/def2-TZVPD" total_charge=0 e_lumo_ev="-2.187 / -2.189"
C 1.871 -0.671 -0.376
P -1.039 0.805 0.186
S -1.142 -0.511 1.764
Br 1.374 -1.011 1.283
Br -2.747 2.303 0.620
Br -2.045 0.017 -1.651
H 1.665 -1.237 -1.340
H 2.064 0.306 -0.486

---

Bottom line: (1), by a margin of 1.638 eV.

---

(1)
19
Properties=species:S:1:pos:R:3 method="wB97M-V/def2-TZVPD" total_charge=0 e_lumo_ev=0.785
C -1.807 -0.585 -1.188
C -1.437 0.986 0.673
C -0.561 -1.351 1.015
C 1.144 1.149 -0.962
C -1.220 -0.233 0.185
N 2.084 1.151 -0.074
P 2.746 -0.334 0.193
H -2.122 -1.595 -1.321
H -1.077 -0.355 -1.887
H -2.485 0.144 -1.348
H -1.852 1.717 -0.135
H -1.010 1.469 1.527
H 2.190 -0.558 1.536
H 0.061 -0.927 1.895
H 0.223 -1.721 0.287
H -1.317 -1.989 1.556
H 0.522 1.990 -1.293
H 0.765 0.252 -1.333
H 3.980 0.127 0.695

---

(2)
19
Properties=species:S:1:pos:R:3 method="wB97M-V/def2-TZVPD" total_charge=0 e_lumo_ev=0.974
C -0.639 0.436 -0.266
C 2.185 0.801 -0.355
C 1.680 -1.730 -0.303
C -3.417 0.236 0.249
C 1.443 -0.282 0.232
N -0.651 1.648 -0.366
P -1.896 -0.818 -0.442
H 2.447 0.654 -1.383
H 3.156 0.821 0.105
H 1.693 1.786 -0.218
H 2.761 -1.938 -0.124
H 1.369 -1.798 -1.388
H 1.177 -2.410 0.465
H -3.063 1.106 0.896
H -4.036 -0.361 0.879
H -3.936 0.594 -0.686
H 1.214 -0.285 1.295
H -1.434 2.274 -0.567
H -1.353 -1.520 0.731

---

(3)
19
Properties=species:S:1:pos:R:3 method="wB97M-V/def2-TZVPD" total_charge=0 smiles="C[PH]#CN.C=CC" e_lumo_ev=0.983
C -0.698 2.185 1.449
P -1.775 0.640 1.729
C -1.778 -0.017 0.084
N -2.444 -1.159 0.052
H 0.074 2.008 2.097
H -1.245 3.161 1.466
H -0.400 2.142 0.305
H -0.617 -0.103 1.721
H -2.588 -1.715 -0.805
H -2.968 -1.492 0.867
C 1.304 1.001 -0.923
C 0.968 -0.016 -1.669
C 1.451 -1.380 -1.667
H 2.178 1.120 -0.313
H 0.891 2.039 -1.154
H -0.002 0.143 -2.121
H 1.533 -1.914 -2.682
H 0.892 -2.063 -1.015
H 2.447 -1.346 -1.252

---

Bottom line: (1), by a margin of 0.328 eV.

---

(1)
9
Properties=species:S:1:pos:R:3 method="wB97M-V/def2-TZVPD" total_charge=-2 e_lumo_ev=6.259
O -5.154 0.906 -1.458
O -5.568 2.234 0.641
O 3.510 -1.019 -0.589
O 2.642 0.987 1.440
O 2.646 -2.920 -1.761
P 2.461 -2.095 -0.510
P -5.479 0.871 0.008
H 3.080 0.645 0.683
H 1.861 0.392 1.545

---

(2)
9
Properties=species:S:1:pos:R:3 method="wB97M-V/def2-TZVPD" total_charge=-2 e_lumo_ev=7.056
O -1.615 -0.332 1.339
O 1.106 -0.190 1.880
O -0.020 1.671 0.559
O 0.016 -1.850 -1.474
O 0.925 0.510 -1.827
P 1.009 -0.837 -0.875
P 0.080 0.163 0.851
H -2.165 -0.063 0.540
H 0.664 0.929 -0.992

---

Bottom line: (1), by a margin of 2.394 eV.